## w
{
  "formula": "C4H6O",
  "method": "the ωB97M-V functional and the def2-TZVPD basis",
  "orbital_gap_ev": 10.6655,
  "charge": 0,
  "symbols": ["C", "O", "C", "C", "C", "H", "H", "H", "H", "H", "H"],
  "coordinates": [[1.27, -0.25, -0.06], [0.68, 0.22, -1.27], [-0.54, 0.88, -0.27], [-1.19, -0.43, -0.14], [0.01, -0.05, 0.74], [1.73, -1.25, -0.04], [2.01, 0.49, 0.24], [-0.95, 1.90, -0.17], [-2.22, -0.62, 0.16], [-0.81, -0.93, -1.02], [0.00, 0.06, 1.82]]
}

=====

## x
{
  "formula": "C4H6O",
  "method": "the ωB97M-V functional and the def2-TZVPD basis",
  "orbital_gap_ev": 10.9962,
  "charge": 0,
  "symbols": ["C", "C", "C", "O", "C", "H", "H", "H", "H", "H", "H"],
  "coordinates": [[-2.60, -0.21, 0.14], [-1.46, 0.14, -0.06], [-0.02, 0.56, -0.11], [0.84, -0.58, -0.26], [2.18, -0.05, 0.20], [-3.56, -0.58, 0.32], [0.20, 1.24, -0.94], [0.22, 1.09, 0.86], [2.65, 0.63, -0.63], [2.92, -0.85, 0.27], [2.22, 0.40, 1.23]]
}

=====

Which of them is the most stable? Correct choice: x.

=====

## w
{
  "formula": "C4H6O",
  "method": "the ωB97M-V functional and the def2-TZVPD basis",
  "orbital_gap_ev": 10.5904,
  "charge": 0,
  "symbols": ["C", "O", "C", "C", "C", "H", "H", "H", "H", "H", "H"],
  "coordinates": [[-0.59, -0.21, -1.10], [0.53, -1.04, -0.89], [0.37, -0.71, 0.70], [0.80, 0.70, 0.84], [-0.58, 0.35, 0.29], [-0.40, 0.47, -1.92], [-1.52, -0.77, -1.29], [0.46, -1.77, 0.55], [0.71, 1.25, 1.78], [1.66, 0.98, 0.24], [-1.45, 0.75, 0.81]]
}

=====

## x
{
  "formula": "C4H6O",
  "method": "the ωB97M-V functional and the def2-TZVPD basis",
  "orbital_gap_ev": 8.7331,
  "charge": 0,
  "symbols": ["C", "C", "C", "C", "O", "H", "H", "H", "H", "H", "H"],
  "coordinates": [[-0.04, -0.61, 0.67], [-0.07, -1.03, -0.73], [-1.69, 2.27, 0.39], [1.17, -0.58, -0.10], [-2.28, 2.18, -0.68], [-0.37, 0.33, 1.05], [-0.39, -1.27, 1.47], [0.09, -2.17, -0.82], [-0.51, -0.42, -1.56], [-1.89, 1.46, 1.13], [-0.82, 2.76, 0.70]]
}

=====

## y
{
  "formula": "C4H6O",
  "method": "the ωB97M-V functional and the def2-TZVPD basis",
  "orbital_gap_ev": 9.1427,
  "charge": 0,
  "symbols": ["C", "C", "C", "C", "O", "H", "H", "H", "H", "H", "H"],
  "coordinates": [[1.71, 0.42, -0.08], [1.96, -0.81, -0.27], [-0.78, 1.32, 0.26], [-1.51, 0.40, -0.37], [-1.82, -0.89, 0.15], [0.83, -1.18, -0.27], [2.61, -1.61, -0.45], [-0.41, 1.29, 1.25], [-0.48, 2.23, -0.33], [-1.48, 0.34, -1.47], [-1.60, -0.86, 1.07]]
}

=====

## z
{
  "formula": "C4H6O",
  "method": "the ωB97M-V functional and the def2-TZVPD basis",
  "orbital_gap_ev": 10.7666,
  "charge": 0,
  "symbols": ["C", "C", "C", "O", "H", "H", "C", "H", "H", "H", "H"],
  "coordinates": [[1.29, -1.86, 2.04], [1.85, -1.62, 1.01], [2.57, -1.34, -0.27], [2.26, -0.41, -0.96], [0.75, -2.31, 2.87], [3.43, -2.09, -0.60], [-0.72, 1.45, 0.19], [-0.78, 0.36, 0.24], [0.17, 1.71, -0.53], [-0.61, 1.72, 1.23], [-1.70, 1.85, -0.06]]
}

=====

Which of them is the most stable? Correct choice: z.

=====

## w
{
  "formula": "C4H6O",
  "method": "the ωB97M-V functional and the def2-TZVPD basis",
  "orbital_gap_ev": 10.4078,
  "charge": 0,
  "symbols": ["C", "C", "C", "O", "C", "H", "H", "H", "H", "H", "H"],
  "coordinates": [[0.20, -1.46, -1.82], [0.26, -0.27, -1.50], [-0.67, -0.29, -0.21], [0.09, -0.20, 0.96], [0.57, 1.11, 1.19], [0.11, -2.51, -1.96], [-1.28, -1.20, -0.05], [-1.37, 0.52, -0.43], [1.19, 1.46, 0.35], [1.17, 1.06, 2.10], [-0.28, 1.77, 1.36]]
}

=====

## x
{
  "formula": "C4H6O",
  "method": "the ωB97M-V functional and the def2-TZVPD basis",
  "orbital_gap_ev": [7.8759, 8.8072],
  "charge": 0,
  "symbols": ["O", "C", "C", "C", "C", "H", "H", "H", "H", "H", "H"],
  "coordinates": [[0.44, -1.27, 1.02], [-1.07, -0.20, -0.38], [-0.45, 1.06, -0.71], [0.76, 0.83, 0.07], [1.22, -0.13, 0.77], [1.02, -2.00, 0.73], [-1.10, -1.01, -1.11], [-1.84, -0.25, 0.39], [-0.17, 1.18, -1.75], [-0.96, 1.93, -0.31], [2.16, -0.12, 1.30]]
}

=====

## y
{
  "formula": "C4H6O",
  "method": "the ωB97M-V functional and the def2-TZVPD basis",
  "orbital_gap_ev": 10.1758,
  "charge": 0,
  "symbols": ["C", "C", "C", "C", "O", "H", "H", "H", "H", "H", "H"],
  "coordinates": [[1.70, -0.22, 0.00], [0.38, 0.39, -0.20], [-0.74, -0.33, -0.03], [-2.09, 0.31, 0.02], [-3.14, -0.35, -0.08], [2.53, 0.10, -0.72], [2.03, -0.06, 1.13], [1.69, -1.36, -0.13], [0.33, 1.50, -0.24], [-0.56, -1.43, -0.07], [-2.13, 1.44, 0.31]]
}

=====

## z
{
  "formula": "C4H6O",
  "method": "the ωB97M-V functional and the def2-TZVPD basis",
  "orbital_gap_ev": 8.7593,
  "charge": 0,
  "symbols": ["C", "O", "C", "C", "C", "H", "H", "H", "H", "H", "H"],
  "coordinates": [[1.30, -0.03, 0.08], [0.61, -0.57, -1.07], [-0.73, -0.34, -0.95], [-0.92, 0.58, 0.18], [0.24, 0.75, 0.81], [1.74, -0.85, 0.68], [2.12, 0.60, -0.29], [-1.49, -1.46, -0.33], [-1.48, -0.99, -1.41], [-1.90, 0.93, 0.47], [0.42, 1.31, 1.72]]
}

=====

Which of them is the most stable? Correct choice: y.

=====

## w
{
  "formula": "C4H6O",
  "method": "the ωB97M-V functional and the def2-TZVPD basis",
  "orbital_gap_ev": 11.0114,
  "charge": 0,
  "symbols": ["C", "C", "C", "O", "C", "H", "H", "H", "H", "H", "H"],
  "coordinates": [[-0.82, 2.20, -1.26], [-0.13, 1.42, -0.64], [0.71, 0.50, 0.13], [-0.04, -0.29, 1.02], [-0.21, -1.65, 0.66], [-1.43, 2.89, -1.79], [1.42, 1.09, 0.73], [1.30, -0.12, -0.56], [0.12, -1.85, -0.37], [-1.28, -1.91, 0.73], [0.36, -2.29, 1.34]]
}

=====

## x
{
  "formula": "C4H6O",
  "method": "the ωB97M-V functional and the def2-TZVPD basis",
  "orbital_gap_ev": [8.1340, 8.1334],
  "charge": 0,
  "symbols": ["O", "C", "C", "C", "C", "H", "H", "H", "H", "H", "H"],
  "coordinates": [[0.99, 1.61, 1.37], [0.19, 1.13, 0.31], [0.56, -0.30, -0.06], [-0.38, -1.17, -0.60], [-1.48, -1.57, -1.14], [0.82, 1.06, 2.14], [-0.89, 1.17, 0.53], [0.38, 1.81, -0.53], [0.49, -1.06, -1.41], [1.61, -0.57, 0.05], [-2.29, -2.11, -0.67]]
}

=====

Which of them is the most stable? Correct choice: w.

=====

## w
{
  "formula": "CH5PS",
  "method": "the ωB97M-V functional and the def2-TZVPD basis",
  "orbital_gap_ev": [8.6036, 8.0062],
  "charge": 0,
  "symbols": ["C", "P", "S", "H", "H", "H", "H", "H"],
  "coordinates": [[-0.90, -0.16, -1.00], [1.26, 0.27, 0.89], [-0.86, 0.22, 0.65], [-1.97, -0.42, -1.33], [0.43, -1.81, -0.95], [-0.56, 0.55, -1.81], [1.46, 1.50, 1.35], [1.16, -0.16, 2.21]]
}

=====

## x
{
  "formula": "CH5PS",
  "method": "the ωB97M-V functional and the def2-TZVPD basis",
  "orbital_gap_ev": 8.4526,
  "charge": 0,
  "symbols": ["C", "S", "H", "H", "P", "H", "H", "H"],
  "coordinates": [[1.44, 1.74, -0.19], [1.65, 0.30, 0.49], [0.47, 1.76, -0.75], [2.12, 2.62, -0.05], [-1.52, -1.04, 0.29], [-0.88, -1.37, -0.76], [-0.77, -1.95, 0.86], [-2.51, -2.05, 0.13]]
}

=====

## y
{
  "formula": "CH5PS",
  "method": "the ωB97M-V functional and the def2-TZVPD basis",
  "orbital_gap_ev": [8.2797, 6.9747],
  "charge": 0,
  "symbols": ["C", "P", "S", "H", "H", "H", "H", "H"],
  "coordinates": [[-0.49, 0.94, 0.26], [1.89, -0.98, 0.64], [-1.13, -0.24, -0.83], [-0.42, 1.96, -0.12], [-0.48, 0.69, 1.31], [1.37, -1.16, -0.73], [1.05, -1.91, 1.14], [-1.79, 0.69, -1.67]]
}

=====

Which of them is the most stable? Correct choice: x.

=====

## w
{
  "formula": "C3H3FO2",
  "method": "the ωB97M-V functional and the def2-TZVPD basis",
  "orbital_gap_ev": 11.5455,
  "charge": 0,
  "symbols": ["C", "C", "C", "H", "H", "H", "O", "O", "F"],
  "coordinates": [[0.26, 0.67, -0.17], [-0.70, -0.44, -0.56], [0.46, -0.21, 1.07], [-0.06, 1.64, 0.03], [-1.71, -0.12, -0.67], [-0.31, -0.89, -1.47], [-0.29, -1.21, 0.60], [0.99, -0.04, 2.14], [1.35, 0.60, -0.98]]
}

=====

## x
{
  "formula": "C3H3FO2",
  "method": "the ωB97M-V functional and the def2-TZVPD basis",
  "orbital_gap_ev": 9.3188,
  "charge": 0,
  "symbols": ["O", "C", "C", "O", "C", "F", "H", "H", "H"],
  "coordinates": [[-1.85, -0.68, 0.01], [-1.30, 0.44, -0.07], [0.20, 0.61, -0.06], [0.58, 1.75, 0.05], [0.91, -0.65, 0.06], [2.19, -0.35, -0.09], [-1.94, 1.25, -0.22], [0.62, -1.07, 1.02], [0.58, -1.30, -0.70]]
}

=====

Which of them is the most stable? Correct choice: w.